#one
DFT (ωB97M-V/def2-TZVPD) results for 2 unconnected molecules or ions with the total composition C2H8Cl2Si2.

Output
HOMO level: -9.537 eV
Multiplicity: 1
Frontier orbital gap: 8.9 eV

Each line ends with the natural charge from an NBO analysis.
CARTESIAN COORDINATES (ANGSTROEM)
C -1.590 1.106 1.164  -1.14
C 0.918 -0.569 -2.054  -1.05
Si -0.533 -0.432 1.017  0.65
Si 1.316 -0.118 -0.214  1.04
Cl 1.882 1.909 -0.106  -0.36
Cl 2.844 -1.333 0.387  -0.34
H -1.771 1.689 0.320  0.25
H -2.623 0.945 1.381  0.26
H -1.189 1.796 1.893  0.25
H 0.430 0.251 -2.456  0.24
H 1.942 -0.631 -2.632  0.25
H 0.461 -1.454 -1.982  0.23
H -0.056 -1.027 2.464  -0.11
H -2.033 -2.130 0.818  -0.16

---

#two
DFT (ωB97M-V/def2-TZVPD) results for 2 unconnected molecules or ions with the total composition C2H8Cl2Si2.

Output
HOMO level: -9.200 eV
Multiplicity: 1
Frontier orbital gap: 7.3 eV

Each line ends with the natural charge from an NBO analysis.
CARTESIAN COORDINATES (ANGSTROEM)
C -2.089 -1.841 1.618  -0.86
C 2.171 1.060 -1.778  -1.18
Si -0.548 2.472 -0.169  0.48
Si 0.929 0.684 -0.528  0.99
Cl 1.490 -0.582 1.138  -0.39
Cl -0.470 -0.612 -1.562  -0.42
H -1.188 -1.729 0.891  0.23
H -2.841 -2.297 0.926  0.21
H -2.363 -0.826 1.740  0.21
H 1.621 1.585 -2.592  0.27
H 2.675 1.884 -1.325  0.24
H 2.887 0.317 -2.203  0.27
H -0.294 2.336 1.369  -0.25
H -1.978 -2.450 2.475  0.22

---

#three
DFT (ωB97M-V/def2-TZVPD) results for 2 unconnected molecules or ions with the total composition C2H8Cl2Si2.

Output
HOMO level: -8.818 eV
Multiplicity: 1
Frontier orbital gap: 7.9 eV

Each line ends with the natural charge from an NBO analysis.
CARTESIAN COORDINATES (ANGSTROEM)
C 2.208 0.125 0.642  -0.85
C -3.746 0.368 -0.671  -0.91
Si 3.454 -1.076 -0.134  0.84
Si -2.638 0.822 0.849  0.82
Cl 1.571 1.453 -0.332  -0.04
Cl -4.973 -0.819 -0.142  -0.06
H 1.478 -0.693 0.915  0.24
H 2.606 0.696 1.601  0.24
H -3.145 -0.164 -1.349  0.22
H -4.299 1.241 -1.300  0.23
H 2.398 -1.643 -1.068  -0.16
H 3.726 -2.075 1.007  -0.13
H 4.506 -0.420 -0.975  -0.14
H -3.144 2.186 0.956  -0.30

---

Of them, the most stable is #two and the least stable is #three.

---

#one
DFT (ωB97M-V/def2-TZVPD) results for a gas-phase ion, CHN4S (charge -1).

Output
HOMO level (alpha / beta): -2.873 / -2.873 eV
Multiplicity: 1
Frontier orbital gap (alpha / beta): 6.3 / 6.3 eV
Total charge: -1

Each line ends with the natural charge from an NBO analysis.
CARTESIAN COORDINATES (ANGSTROEM)
C -1.595 0.160 0.072  -0.04
N -1.343 -1.028 -0.099  -0.35
N 0.022 -1.564 0.014  -0.20
N 0.894 -0.719 0.010  0.08
N 0.846 0.527 -0.090  -0.43
S 1.989 1.660 -0.011  -0.28
H -0.812 0.964 0.104  0.22

---

#two
DFT (ωB97M-V/def2-TZVPD) results for 2 unconnected molecules or ions with the total composition CHN4S.

Output
HOMO level: -3.374 eV
Multiplicity: 1
Frontier orbital gap: 7.4 eV
Total charge: -1

Each line ends with the natural charge from an NBO analysis.
CARTESIAN COORDINATES (ANGSTROEM)
C -1.049 -1.917 1.332  0.02
N -0.525 -2.863 1.699  -0.45
N 2.085 2.521 -1.122  -0.26
N 1.246 1.763 -1.062  0.23
N 0.543 0.888 -0.661  -0.45
S -1.129 0.589 -0.740  -0.34
H -1.171 -0.982 0.554  0.24

---

Of them, the most stable is #two and the least stable is #one.

---

#one
DFT (ωB97M-V/def2-TZVPD) results for a molecular structure, C2H4S2.

Output
HOMO level: -8.361 eV
Multiplicity: 1
Frontier orbital gap: 8.5 eV

Each line ends with the natural charge from an NBO analysis.
CARTESIAN COORDINATES (ANGSTROEM)
C 0.483 0.566 -0.335  -0.54
C -0.419 -1.006 0.507  -0.53
S -0.296 1.281 -1.796  0.09
S -0.048 2.135 0.069  0.14
H 1.615 0.373 -0.282  0.23
H 0.567 -1.265 0.933  0.21
H -0.801 -1.619 -0.228  0.20
H -1.101 -0.465 1.131  0.21

---

#two
DFT (ωB97M-V/def2-TZVPD) results for 2 unconnected molecules or ions with the total composition C2H4S2.

Output
HOMO level: -9.079 eV
Multiplicity: 1
Frontier orbital gap: 8.7 eV

Each line ends with the natural charge from an NBO analysis.
CARTESIAN COORDINATES (ANGSTROEM)
C 0.895 1.746 3.092  -0.13
C -0.468 -0.283 -1.398  -0.67
S 1.785 0.837 2.235  0.14
S -0.839 -1.185 0.199  -0.08
H 0.061 -0.425 0.880  0.10
H 0.242 0.344 -1.139  0.21
H -1.423 0.070 -1.806  0.22
H -0.253 -1.103 -2.063  0.22

---

#three
DFT (ωB97M-V/def2-TZVPD) results for C2H4S2 in the gas phase.

Output
HOMO level: -8.142 eV
SMILES: CC1SS1
Multiplicity: 1
Frontier orbital gap: 8.5 eV

Each line ends with the natural charge from an NBO analysis.
CARTESIAN COORDINATES (ANGSTROEM)
C 0.518 -0.724 0.295  -0.65
C -0.291 0.275 -0.447  -0.42
S -1.593 1.162 0.429  0.07
S 0.110 2.062 -0.176  0.06
H -0.172 -1.388 0.596  0.22
H 1.036 -0.375 1.176  0.24
H 1.270 -1.135 -0.301  0.22
H -0.877 0.122 -1.571  0.27

---

Of them, the most stable is #three and the least stable is #two.

---

#one
DFT (ωB97M-V/def2-TZVPD) results for 2 unconnected molecules or ions with the total composition C5H6BrN.

Output
HOMO level: -9.152 eV
SMILES: C1=NC1.CC#CBr
Multiplicity: 1
Frontier orbital gap: 9.6 eV

Each line ends with the natural charge from an NBO analysis.
CARTESIAN COORDINATES (ANGSTROEM)
C 1.009 2.412 -0.377  0.05
N 0.141 1.704 0.266  -0.31
C -0.153 2.069 -1.236  -0.33
H 1.898 2.759 -0.099  0.20
H -0.802 2.950 -1.173  0.18
H -0.362 1.305 -1.924  0.20
C -0.995 -2.494 0.887  -0.69
C 0.111 -1.672 0.812  0.01
C 0.702 -0.694 0.527  -0.15
Br 2.257 -0.269 -0.336  0.12
H -0.663 -3.354 1.426  0.23
H -1.866 -2.031 1.293  0.25
H -1.278 -2.685 -0.068  0.23

---

#two
DFT (ωB97M-V/def2-TZVPD) results for C5H6BrN in the gas phase.

Output
HOMO level: -9.667 eV
SMILES: CC(C)=C(Br)C#N
Multiplicity: 1
Frontier orbital gap: 10.3 eV

Each line ends with the natural charge from an NBO analysis.
CARTESIAN COORDINATES (ANGSTROEM)
C 0.545 -1.582 -0.009  -0.65
C 0.102 -0.143 0.016  0.05
C 1.114 0.946 -0.111  -0.66
C -1.190 0.117 0.106  -0.20
Br -2.722 -1.004 0.124  0.10
C -1.766 1.515 0.047  0.25
N -2.202 2.559 -0.061  -0.31
H 0.982 -1.851 -0.917  0.23
H -0.314 -2.140 0.101  0.23
H 1.220 -2.011 0.733  0.23
H 0.829 1.933 -0.639  0.26
H 1.989 0.368 -0.363  0.23
H 1.413 1.292 0.972  0.24

---

Of them, the most stable is #two and the least stable is #one.